Below is a cluster of 2 separate species, C9H14O in total at a distorted geometry, with properties calculated with ωB97M-V/def2-TZVPD.

Results
**Highest occupied orbital energy**: -8.463 eV
**LUMO level**: 0.874 eV
**Energy relative to the best compared isomer or geometry (same formula, charge and spin)**: 24.1 kJ/mol
**M**: 138.2 g/mol
**SMILES**: Cc1ccc(O)cc1.CC
**Total energy**: -11607.387 eV
**Kohn-Sham gap**: 9.34 eV
**Net charge**: 0

Positions of all 24 atoms, in Å:
C1 -1.87 -2.44 0.81
C2 -2.84 -1.32 0.45
H1 -1.68 -3.07 -0.06
H2 -0.91 -2.02 1.12
H3 -2.23 -3.11 1.61
H4 -3.00 -0.59 1.25
H5 -3.82 -1.67 0.13
H6 -2.42 -0.83 -0.43
C3 2.44 2.50 1.12
C4 -0.42 1.01 -0.87
C5 0.20 -0.12 -1.38
C6 0.29 1.81 -0.01
C7 1.63 1.53 0.30
C8 1.50 -0.45 -1.09
C9 2.22 0.42 -0.25
O1 -0.53 -0.82 -2.32
H7 -1.48 1.17 -1.05
H8 -0.17 2.57 0.62
H9 1.99 -1.30 -1.54
H10 -0.17 -1.71 -2.42
H11 3.50 2.29 0.99
H12 2.23 2.35 2.18
H13 3.27 0.26 -0.06
H14 2.24 3.55 0.90